82
Properties=species:S:1:pos:R:3 method="wB97M-V/def2-TZVPD" e_above_lowest_ev=1.294 total_charge=+3 homo_lumo_gap_ev="5.77 / 6.08" e_homo_ev="-16.518 / -16.508" s_squared=0.76 lumo_ha="-0.3951 / -0.3831" spin_multiplicity=2 energy_ha=-3744.693939
W 0.005 -0.157 0.315
N 2.264 -2.337 3.175
C 3.036 -1.193 3.388
C 4.027 -0.932 4.323
C 4.534 0.346 4.332
C 4.099 1.305 3.406
C 3.135 1.019 2.460
C 2.574 -0.249 2.476
N 1.513 -0.847 1.733
C 1.393 -2.088 2.223
C 0.272 -2.903 1.809
C -0.093 -4.160 2.135
S -1.595 -4.533 1.419
C -1.659 -3.005 0.724
N -0.630 -2.241 1.005
H 2.375 -3.215 3.661
H 4.375 -1.687 5.018
H 5.281 0.618 5.068
H 4.517 2.303 3.445
H 2.813 1.766 1.764
H 0.435 -4.880 2.749
H -2.497 -2.686 0.109
S 3.773 1.150 -1.821
C 3.206 2.540 -1.001
C 2.030 2.331 -0.361
C 1.570 0.991 -0.513
C 2.420 0.266 -1.310
C 2.045 -1.060 -1.735
C 2.715 -1.800 -2.690
C 2.178 -2.989 -3.136
C 0.945 -3.393 -2.632
C 0.339 -2.629 -1.677
N 0.881 -1.493 -1.184
H 3.788 3.453 -1.034
H 1.522 3.104 0.196
H 3.650 -1.423 -3.086
H 2.690 -3.581 -3.886
H 0.462 -4.297 -2.979
H -0.610 -2.935 -1.281
N -2.182 -0.074 0.926
C -3.217 -0.257 -0.098
C -4.469 -0.743 0.241
C -5.450 -0.817 -0.741
C -5.180 -0.391 -2.037
C -3.920 0.089 -2.363
C -2.931 0.150 -1.386
P -1.292 0.849 -1.661
C -0.829 0.324 -3.326
C -0.138 1.159 -4.204
C 0.224 0.694 -5.462
C -0.106 -0.594 -5.855
C -0.818 -1.421 -4.995
C -1.167 -0.970 -3.732
C -1.520 2.632 -1.607
C -2.748 3.144 -1.184
C -2.938 4.518 -1.126
C -1.911 5.381 -1.472
C -0.684 4.875 -1.884
C -0.476 3.505 -1.921
H -2.358 -0.685 1.712
H -2.326 0.864 1.307
H -4.691 -1.032 1.266
H -6.433 -1.191 -0.484
H -5.957 -0.417 -2.791
H -3.707 0.430 -3.370
H 0.082 2.182 -3.938
H 0.746 1.352 -6.145
H 0.174 -0.949 -6.840
H -1.110 -2.414 -5.316
H -1.739 -1.614 -3.075
H -3.571 2.486 -0.930
H -3.896 4.911 -0.809
H -2.054 6.451 -1.390
H 0.121 5.550 -2.148
H 0.502 3.124 -2.171
F -0.343 1.883 0.933
Sb -0.742 2.456 2.904
F 1.063 2.706 3.106
F -0.556 0.495 2.748
F -1.062 2.247 4.687
F -2.541 2.185 2.467
F -0.913 4.111 2.146